Run i
Molecular formula: C5H5NS
Method: DFT, ωB97M-V/def2-TZVPD

The charge is 0. The calculation puts the gap between HOMO and LUMO at 8.5 eV.

The geometry in XYZ format:
```
12
Properties=species:S:1:pos:R:3:lowdin_charge:R:1
S 1.68 1.34 -0.95 0.87
N -1.54 0.15 0.75 -0.04
C 1.70 -0.58 -0.92 -0.31
C 0.30 -0.47 -0.23 -0.31
C -0.93 1.33 0.50 -0.12
C 0.28 0.94 -0.05 -0.60
C -0.82 -0.97 0.35 -0.07
H -2.32 0.06 1.52 0.20
H -1.44 2.29 0.54 0.12
H -1.09 -1.96 0.43 0.08
H 1.69 -1.24 -1.80 0.07
H 2.50 -0.89 -0.12 0.10
```


Run ii
Molecular formula: C5H5NS
Method: DFT, ωB97M-V/def2-TZVPD

The charge is 0. The calculation puts the gap between HOMO and LUMO at 8.1 eV. As for the structure (SMILES): C#C[C@@H]1N[C@@H]1C=S.

The geometry in XYZ format:
```
12
Properties=species:S:1:pos:R:3:lowdin_charge:R:1
S 1.79 -1.40 1.36 0.65
N -1.74 0.37 0.44 0.06
C -0.74 -0.68 0.16 -0.34
C -0.20 2.40 -1.93 0.15
C -1.25 0.28 -0.97 -0.28
C 0.63 -0.55 0.58 -0.66
C -0.63 1.31 -1.66 -0.10
H 0.72 0.64 0.93 0.10
H -1.29 1.28 0.95 0.17
H 0.30 3.11 -2.48 0.01
H -1.11 -1.68 0.25 0.13
H -1.96 -0.15 -1.59 0.11
```


Bottom line: run i, by a margin of 66.1 kcal/mol.


Run i
Molecular formula: C4H6Cl2O
Method: DFT, ωB97M-V/def2-TZVPD

The charge is 0. The calculation puts the gap between HOMO and LUMO at 9.8 eV. As for the structure (SMILES): C/C=C(\Cl)OCCl.

The geometry in XYZ format:
```
13
Properties=species:S:1:pos:R:3:lowdin_charge:R:1
Cl 3.44 0.15 -0.73 0.57
Cl 0.34 1.81 -0.39 0.68
O 1.25 -0.45 0.60 -0.26
C 0.00 0.13 0.02 -0.61
C -2.42 -0.19 -0.71 -0.10
C -1.19 -0.53 0.03 -0.15
C 2.57 0.21 0.80 -0.60
H -2.73 0.77 -0.73 0.04
H -1.10 -1.60 0.46 0.15
H 3.04 -0.43 1.51 0.07
H 2.44 1.29 1.13 0.07
H -3.31 -0.65 -0.30 0.08
H -2.34 -0.53 -1.69 0.06
```


Run ii
Molecular formula: C4H6Cl2O
Method: DFT, ωB97M-V/def2-TZVPD

The charge is 0. The calculation puts the gap between HOMO and LUMO (alpha / beta) at 8.5 / 7.3 eV.

The geometry in XYZ format:
```
13
Properties=species:S:1:pos:R:3:lowdin_charge:R:1
Cl -0.24 -1.90 2.62 0.63
Cl 2.13 -1.48 1.10 0.55
O 0.42 0.43 -0.58 -0.15
C -0.15 0.44 0.66 -0.19
C 0.59 0.60 1.83 -0.36
C 0.91 -0.76 2.22 -1.04
C -0.04 -0.41 -1.62 -0.06
H -1.13 0.03 0.70 0.11
H 0.05 1.17 2.63 0.15
H -0.79 -1.10 -1.17 0.11
H 0.81 -0.93 -1.87 0.05
H -0.39 0.27 -2.43 0.11
H 1.47 1.07 1.67 0.08
```


Bottom line: run i, by a margin of 49.6 kcal/mol.